Entry from the OMol25 dataset: C30H46O23Rb as an isolated structure at a distorted geometry (the ωB97M-V functional and the def2-TZVPD basis).

Maximum force   0.0430 hartree/bohr
2S+1   1
Charge   -1
Kohn-Sham gap   4.14 eV
E_HOMO   -4.313 eV

Each line ends with the Löwdin charge.
Geometry (Å):
Rb (4.22, -0.53, -4.05)  0.848
O (0.80, -1.55, 0.30)  -0.342
C (0.18, -0.86, -0.73)  -0.436
C (1.04, -0.10, -1.74)  -0.463
O (1.86, -0.89, -2.55)  -0.521
H (-0.46, -0.12, -0.19)  0.077
H (-0.50, -1.54, -1.29)  0.074
H (1.77, 0.48, -1.13)  0.056
H (0.44, 0.65, -2.29)  0.047
C (3.96, 1.34, 0.21)  -0.018
C (3.02, 0.69, 1.21)  -0.307
C (3.60, -0.43, 2.06)  -0.069
O (3.38, -0.01, 3.42)  0.062
C (2.83, 1.23, 3.43)  -0.589
O (2.43, 1.80, 4.39)  0.166
O (2.76, 1.71, 2.19)  0.057
H (4.07, 0.64, -0.62)  0.073
H (4.96, 1.53, 0.62)  0.087
H (3.55, 2.24, -0.24)  0.066
H (2.15, 0.25, 0.72)  0.104
H (4.69, -0.44, 1.93)  0.128
H (3.14, -1.40, 1.91)  0.126
C (-2.97, -0.45, 1.95)  -0.019
C (-1.77, -1.17, 2.58)  -0.298
C (-0.64, -0.26, 3.09)  -0.058
O (-0.47, -0.70, 4.45)  0.072
C (-1.39, -1.63, 4.77)  -0.605
O (-1.46, -2.15, 5.84)  0.149
O (-2.26, -1.80, 3.77)  0.092
H (-2.66, -0.13, 0.95)  0.059
H (-3.27, 0.39, 2.58)  0.092
H (-3.84, -1.11, 1.89)  0.084
H (-1.40, -1.83, 1.80)  0.115
H (-0.93, 0.79, 3.06)  0.123
H (0.26, -0.50, 2.50)  0.115
C (-3.53, -2.73, -1.47)  -0.031
C (-2.43, -3.73, -1.73)  -0.280
C (-1.70, -4.11, -0.40)  -0.093
O (-2.08, -5.46, -0.15)  0.077
C (-2.60, -5.98, -1.27)  -0.596
O (-2.79, -7.13, -1.46)  0.162
O (-2.99, -5.01, -2.11)  0.078
H (-3.92, -2.42, -2.44)  0.084
H (-3.28, -1.84, -0.89)  0.068
H (-4.40, -3.16, -0.98)  0.099
H (-1.66, -3.41, -2.43)  0.145
H (-2.07, -3.43, 0.36)  0.114
H (-0.62, -4.01, -0.47)  0.125
C (0.49, -4.85, 2.32)  -0.022
C (1.41, -4.74, 3.51)  -0.284
C (0.85, -3.99, 4.72)  -0.097
O (1.39, -4.70, 5.82)  0.091
C (1.74, -5.93, 5.41)  -0.600
O (2.11, -6.81, 6.10)  0.158
O (1.56, -6.06, 4.09)  0.078
H (0.25, -3.88, 1.87)  0.071
H (-0.47, -5.30, 2.57)  0.098
H (0.98, -5.33, 1.47)  0.092
H (2.41, -4.42, 3.23)  0.156
H (-0.24, -3.97, 4.70)  0.127
H (1.10, -2.93, 4.71)  0.134
C (3.33, 4.94, -4.40)  -0.029
C (2.01, 4.60, -3.71)  -0.290
C (2.16, 3.80, -2.41)  -0.105
O (1.75, 4.70, -1.41)  0.066
C (1.41, 5.91, -1.93)  -0.566
O (0.99, 6.80, -1.28)  0.188
O (1.49, 5.87, -3.27)  0.083
H (3.83, 4.09, -4.89)  0.079
H (4.08, 5.35, -3.73)  0.094
H (3.09, 5.63, -5.21)  0.087
H (1.32, 4.22, -4.47)  0.145
H (3.22, 3.54, -2.33)  0.122
H (1.60, 2.87, -2.47)  0.118
C (-1.41, 3.28, -0.67)  0.002
C (-1.22, 2.83, 0.76)  -0.315
C (0.22, 2.78, 1.24)  -0.088
O (0.34, 4.01, 1.96)  0.094
C (-0.88, 4.57, 2.12)  -0.563
O (-1.10, 5.65, 2.55)  0.174
O (-1.84, 3.71, 1.69)  0.087
H (-0.86, 2.62, -1.35)  0.060
H (-1.14, 4.33, -0.77)  0.100
H (-2.41, 3.06, -1.05)  0.086
H (-1.67, 1.84, 0.90)  0.119
H (0.95, 2.72, 0.44)  0.125
H (0.32, 1.88, 1.85)  0.101
C (-0.83, 1.53, -4.58)  -0.023
C (-2.20, 0.96, -4.30)  -0.294
C (-2.46, 0.56, -2.84)  -0.084
O (-3.84, 0.88, -2.68)  0.055
C (-4.24, 1.74, -3.65)  -0.583
O (-5.33, 2.19, -3.74)  0.169
O (-3.27, 1.88, -4.56)  0.088
H (-0.75, 1.74, -5.65)  0.085
H (-0.10, 0.78, -4.28)  0.075
H (-0.59, 2.47, -4.07)  0.075
H (-2.36, 0.11, -4.96)  0.157
H (-1.96, 1.23, -2.14)  0.094
H (-2.26, -0.48, -2.61)  0.114